1.
Formula: C17H68Ni2O25P2
Source: the Open Molecules 2025 dataset
Level of theory: ωB97M-V with the def2-TZVPD basis set

Output
Charge ... -2
HOMO-LUMO gap (spin up / spin down) ... 8.522 / 8.823 eV
Multiplicity ... 5
E_HOMO (spin up / spin down) ... -4.29 / -4.59 eV

Each line ends with the Löwdin spin population.
Atoms and positions in Å:
Ni: -1.43 -15.10 -15.68  1.75
Ni: -3.18 -12.90 -16.77  1.74
P: -3.03 -15.38 -17.86  0.01
O: -4.21 -14.34 -17.63  0.05
O: -1.83 -14.42 -17.48  0.09
O: -2.92 -16.23 -19.06  0.01
O: -3.01 -16.31 -16.47  0.05
P: -1.57 -12.51 -14.77  0.00
O: -2.79 -13.51 -14.89  0.08
O: -1.54 -11.99 -13.33  0.01
O: -2.04 -11.32 -15.66  0.04
O: -0.23 -13.26 -15.03  0.04
C: 1.31 -10.38 -13.77  0.00
O: 0.97 -10.95 -12.49  0.00
H: 2.31 -9.93 -13.77  0.00
H: 1.29 -11.20 -14.46  0.00
H: 0.66 -9.55 -14.10  0.00
H: 0.12 -11.38 -12.65  0.00
C: 2.40 -17.76 -13.24  0.00
O: 1.75 -19.02 -13.16  0.00
H: 3.22 -17.79 -12.51  0.00
H: 2.81 -17.64 -14.22  0.00
H: 1.67 -16.98 -13.08  0.00
H: 1.04 -19.03 -13.84  0.00
C: -3.64 -16.02 -10.13  0.00
O: -3.04 -14.88 -9.53  0.00
H: -4.67 -16.15 -9.81  0.00
H: -3.61 -15.95 -11.23  0.00
H: -3.08 -16.90 -9.80  0.00
H: -2.76 -14.35 -10.28  0.00
C: -5.41 -15.44 -13.83  0.00
O: -5.19 -16.59 -14.67  0.00
H: -6.44 -15.11 -13.80  0.00
H: -5.15 -15.74 -12.80  0.00
H: -4.78 -14.59 -14.09  0.00
H: -4.50 -16.41 -15.31  0.00
C: -0.37 -13.98 -11.03  0.00
O: -1.64 -13.95 -11.64  0.00
H: -0.18 -13.07 -10.45  0.00
H: -0.30 -14.80 -10.31  0.00
H: 0.41 -14.06 -11.79  0.00
H: -1.57 -13.15 -12.31  0.00
C: -4.57 -12.27 -12.15  0.00
O: -4.08 -11.15 -12.83  0.00
H: -4.06 -12.47 -11.21  0.00
H: -5.63 -12.16 -11.97  0.00
H: -4.34 -13.17 -12.72  0.00
H: -3.16 -11.33 -13.16  0.00
C: -6.93 -16.94 -18.22  0.00
O: -8.30 -17.28 -17.86  0.00
H: -6.21 -17.25 -17.47  0.00
H: -6.71 -17.28 -19.23  0.00
H: -6.83 -15.85 -18.29  0.00
H: -8.47 -17.08 -16.93  0.00
C: -1.89 -16.95 -13.42  0.00
O: -1.09 -15.83 -13.76  0.03
H: -1.75 -17.68 -14.23  0.00
H: -1.49 -17.40 -12.49  0.00
H: -2.95 -16.65 -13.40  0.00
H: -1.23 -15.14 -13.08  0.00
C: 0.27 -11.36 -18.26  0.00
O: 0.15 -10.06 -17.58  0.00
H: -0.10 -11.11 -19.26  0.00
H: 1.31 -11.70 -18.34  0.00
H: -0.33 -12.16 -17.79  0.00
H: -0.54 -10.17 -16.91  0.00
C: -3.66 -10.80 -19.24  0.00
O: -3.49 -12.10 -18.71  0.02
H: -2.72 -10.24 -19.18  0.00
H: -3.86 -10.91 -20.31  0.00
H: -4.41 -10.24 -18.69  0.00
H: -4.20 -12.69 -18.90  0.00
C: -5.97 -12.27 -15.86  0.00
O: -4.86 -11.51 -16.34  0.03
H: -6.88 -11.66 -15.96  0.00
H: -6.03 -13.14 -16.50  0.00
H: -5.88 -12.57 -14.82  0.00
H: -4.45 -10.92 -15.66  0.00
C: 0.74 -16.65 -17.18  0.00
O: 0.26 -16.37 -15.84  0.03
H: 0.93 -15.75 -17.77  0.00
H: 1.68 -17.26 -17.15  0.00
H: 0.02 -17.28 -17.71  0.00
H: 0.94 -15.86 -15.35  0.00
C: -1.09 -14.01 -20.89  0.00
O: -0.09 -14.04 -19.88  0.00
H: -0.54 -13.61 -21.77  0.00
H: -1.44 -15.01 -21.09  0.00
H: -1.91 -13.35 -20.64  0.00
H: -0.54 -14.07 -19.02  0.00
C: -1.43 -18.49 -20.52  0.00
O: -2.67 -18.15 -21.10  0.00
H: -1.27 -19.55 -20.73  0.00
H: -0.64 -17.92 -21.00  0.00
H: -1.45 -18.27 -19.47  0.00
H: -3.01 -17.36 -20.59  0.00
C: 3.24 -13.98 -14.55  0.00
O: 1.95 -14.47 -14.20  0.00
H: 3.68 -13.16 -13.95  0.00
H: 3.91 -14.87 -14.54  0.00
H: 3.18 -13.55 -15.54  0.00
H: 1.28 -13.78 -14.39  0.00
C: -3.13 -19.02 -17.43  0.00
O: -1.87 -18.80 -16.88  0.00
H: -3.25 -20.02 -17.89  0.00
H: -3.84 -18.86 -16.60  0.00
H: -3.34 -18.27 -18.19  0.00
H: -1.96 -17.84 -16.54  0.00
C: -0.83 -20.64 -14.57  0.00
O: 0.08 -19.76 -15.23  0.00
H: -0.19 -21.23 -13.88  0.00
H: -1.59 -20.16 -13.92  0.00
H: -1.42 -21.29 -15.21  0.00
H: -0.40 -19.41 -16.05  0.00

***

2.
Formula: C36H30As2CuF12N6O12
Source: the Open Molecules 2025 dataset
Level of theory: ωB97M-V with the def2-TZVPD basis set

Output
Charge ... -1
HOMO-LUMO gap ... 7.688 eV
E_HOMO ... -6.53 eV

Each line ends with the Löwdin charge.
Atoms and positions in Å:
Cu: 0.31 0.06 -0.15  0.41
As: 2.51 2.73 1.59  0.80
F: 3.94 2.08 0.81  -0.24
F: 3.36 4.15 2.13  -0.26
F: 1.07 3.38 2.34  -0.26
F: 1.58 1.30 1.02  -0.27
F: 2.88 1.81 3.03  -0.25
F: 2.13 3.56 0.09  -0.24
As: -0.15 1.99 -3.97  0.80
F: 0.76 3.25 -3.18  -0.24
F: -1.71 2.58 -3.30  -0.30
F: -1.03 0.69 -4.77  -0.29
F: 1.40 1.41 -4.58  -0.27
F: -0.01 0.93 -2.57  -0.26
F: -0.30 2.98 -5.39  -0.27
C: -6.24 0.52 -2.87  -0.09
C: -6.54 -0.37 -1.85  -0.08
C: -5.57 -0.70 -0.94  -0.02
C: -4.29 -0.20 -1.05  -0.13
C: -3.96 0.54 -2.18  0.01
C: -4.96 0.95 -3.09  -0.04
N: -3.21 -0.57 -0.12  -0.30
O: -3.54 -1.00 0.97  0.09
O: -2.10 -0.23 -0.43  0.07
H: -7.05 0.84 -3.52  0.11
H: -7.57 -0.67 -1.71  0.10
H: -5.78 -1.43 -0.17  0.12
H: -3.03 1.11 -2.17  0.10
H: -4.67 1.57 -3.93  0.12
C: -4.19 -4.02 -3.14  -0.08
C: -3.60 -4.92 -2.27  -0.07
C: -2.36 -4.58 -1.70  -0.01
C: -1.75 -3.36 -1.94  -0.13
C: -2.30 -2.53 -2.94  0.01
C: -3.49 -2.89 -3.56  -0.06
N: -0.57 -3.02 -1.16  -0.32
O: 0.04 -2.04 -1.53  0.08
O: -0.41 -3.59 -0.09  0.08
H: -5.16 -4.29 -3.54  0.10
H: -3.97 -5.91 -2.04  0.10
H: -1.99 -5.17 -0.87  0.11
H: -1.97 -1.52 -3.13  0.11
H: -3.81 -2.14 -4.28  0.11
C: -4.83 4.57 1.65  -0.11
C: -3.85 3.85 2.30  -0.07
C: -2.63 3.63 1.66  0.01
C: -2.50 4.08 0.37  -0.16
C: -3.44 4.86 -0.26  0.00
C: -4.66 5.12 0.39  -0.06
N: -1.25 3.74 -0.31  -0.33
O: -0.63 4.61 -0.86  0.13
O: -0.86 2.59 -0.21  0.05
H: -5.83 4.65 2.07  0.10
H: -3.94 3.43 3.29  0.10
H: -1.76 3.16 2.11  0.12
H: -3.25 5.25 -1.25  0.12
H: -5.43 5.62 -0.18  0.10
C: 7.73 -0.08 -2.26  -0.08
C: 7.42 1.23 -2.60  -0.07
C: 6.09 1.65 -2.55  0.00
C: 5.10 0.87 -2.02  -0.13
C: 5.42 -0.43 -1.62  0.00
C: 6.69 -0.91 -1.79  -0.07
N: 3.72 1.36 -2.00  -0.33
O: 2.88 0.59 -1.54  0.06
O: 3.49 2.49 -2.33  0.11
H: 8.74 -0.42 -2.43  0.10
H: 8.18 1.95 -2.89  0.10
H: 5.77 2.63 -2.89  0.12
H: 4.65 -1.11 -1.27  0.10
H: 7.01 -1.92 -1.57  0.10
C: 6.22 -1.34 2.84  -0.07
C: 6.23 -2.63 2.30  -0.08
C: 5.23 -3.02 1.43  -0.02
C: 4.22 -2.12 1.10  -0.15
C: 4.26 -0.82 1.60  0.00
C: 5.29 -0.40 2.43  -0.04
N: 3.04 -2.52 0.30  -0.31
O: 2.23 -1.66 0.09  0.05
O: 3.14 -3.55 -0.35  0.07
H: 7.02 -1.08 3.53  0.10
H: 6.98 -3.32 2.67  0.10
H: 5.14 -4.06 1.14  0.11
H: 3.48 -0.19 1.20  0.08
H: 5.28 0.64 2.75  0.11
C: -2.43 -2.15 6.34  -0.09
C: -1.04 -2.21 6.46  -0.08
C: -0.22 -1.91 5.39  0.00
C: -0.83 -1.50 4.20  -0.13
C: -2.18 -1.34 4.12  0.01
C: -3.04 -1.72 5.18  -0.05
N: 0.05 -1.17 3.06  -0.30
O: 1.18 -1.59 3.05  0.11
O: -0.49 -0.71 2.07  0.06
H: -2.98 -2.54 7.18  0.10
H: -0.58 -2.61 7.36  0.10
H: 0.81 -2.22 5.42  0.12
H: -2.63 -0.99 3.21  0.10
H: -4.11 -1.64 5.08  0.11

***

3.
Formula: C43H29BBr3InO6
Source: the Open Molecules 2025 dataset
Level of theory: ωB97M-V with the def2-TZVPD basis set

Output
Charge ... +2
HOMO-LUMO gap ... 2.020 eV
E_HOMO ... -13.24 eV

Each line ends with the Löwdin charge.
Atoms and positions in Å:
In: -1.48 2.01 2.08  1.09
B: -1.93 0.99 -0.83  -0.45
H: -2.45 0.52 -1.74  -0.01
H: -1.90 0.36 0.15  -0.08
H: -0.82 1.31 -1.07  0.01
H: -2.44 2.04 -0.68  0.00
C: 2.63 -0.25 -1.31  0.02
C: 3.96 -0.21 -0.89  0.01
C: 4.28 -0.43 0.44  0.05
C: 3.27 -0.92 1.26  -0.07
C: 1.96 -0.88 0.88  -0.07
C: 1.58 -0.61 -0.44  0.09
C: 0.88 -1.07 1.91  -0.25
O: -0.21 -0.56 1.79  -0.01
C: 1.24 -1.95 3.08  -0.08
C: 0.24 -2.60 3.79  0.01
C: 0.56 -3.14 5.03  -0.02
C: 1.89 -3.28 5.44  -0.01
C: 2.85 -2.62 4.67  0.02
C: 2.60 -2.01 3.43  -0.07
C: 3.68 -1.41 2.64  -0.29
O: 4.80 -1.28 3.05  0.14
H: 2.40 0.09 -2.31  0.11
H: 4.77 0.08 -1.56  0.14
H: 5.33 -0.44 0.71  0.16
H: 0.57 -0.51 -0.81  0.09
H: -0.82 -2.58 3.57  0.12
H: -0.22 -3.60 5.63  0.12
H: 2.16 -3.82 6.33  0.12
H: 3.83 -2.53 5.13  0.13
C: 3.24 4.03 -3.84  -0.01
C: 1.97 3.50 -3.51  -0.03
C: 1.69 3.15 -2.22  0.01
C: 2.71 3.16 -1.24  -0.08
C: 3.93 3.77 -1.54  -0.07
C: 4.18 4.21 -2.85  0.02
C: 4.98 3.92 -0.51  -0.27
O: 5.89 4.71 -0.67  0.15
C: 4.86 3.08 0.70  -0.06
C: 5.87 3.11 1.66  0.09
C: 5.83 2.29 2.79  0.04
C: 4.70 1.49 3.01  0.00
C: 3.68 1.56 2.05  -0.01
C: 3.69 2.37 0.93  -0.06
C: 2.52 2.43 0.02  -0.26
O: 1.50 1.84 0.34  0.06
H: 3.51 4.41 -4.81  0.12
H: 1.19 3.53 -4.25  0.12
H: 0.70 2.76 -2.03  0.11
H: 5.14 4.64 -3.06  0.13
H: 6.67 3.81 1.45  0.14
H: 6.58 2.40 3.57  0.13
H: 4.41 1.07 3.96  0.13
H: 2.71 1.29 2.46  0.15
C: -4.27 -5.03 -0.90  -0.04
C: -3.35 -4.53 0.02  -0.06
C: -3.39 -3.20 0.38  0.01
C: -4.37 -2.34 -0.18  -0.06
C: -5.26 -2.88 -1.12  -0.07
C: -5.17 -4.19 -1.56  0.01
C: -6.27 -2.04 -1.84  -0.28
O: -7.08 -2.46 -2.62  0.16
C: -6.16 -0.56 -1.58  -0.06
C: -7.13 0.25 -2.19  0.06
C: -7.10 1.64 -2.00  -0.03
C: -6.16 2.19 -1.17  -0.01
C: -5.25 1.34 -0.46  0.04
C: -5.23 -0.03 -0.71  -0.07
C: -4.35 -0.91 0.15  -0.30
O: -3.69 -0.45 1.05  0.05
H: -4.34 -6.10 -1.08  0.12
H: -2.58 -5.18 0.40  0.11
H: -2.56 -2.92 1.01  0.11
H: -5.87 -4.70 -2.21  0.13
H: -7.81 -0.09 -2.96  0.13
H: -7.79 2.26 -2.56  0.12
H: -6.07 3.27 -1.10  0.12
H: -4.61 1.79 0.28  0.10
C: -1.92 -1.63 -3.63  -1.55
Br: -0.26 -0.68 -3.84  0.63
Br: -1.75 -3.60 -3.57  0.59
Br: -3.22 -1.10 -5.04  0.57
H: -2.35 -1.32 -2.69  -0.08

***

4.
Formula: C18H17ClIrN2O5S
Source: the Open Molecules 2025 dataset
Level of theory: ωB97M-V with the def2-TZVPD basis set

Output
Charge ... +2
HOMO-LUMO gap (spin up / spin down) ... 8.045 / 7.313 eV
Multiplicity ... 2
E_HOMO (spin up / spin down) ... -15.09 / -16.21 eV

Each line ends with the natural charge from an NBO analysis.
Atoms and positions in Å:
Ir: 0.64 -0.30 0.07  1.22
N: -1.00 -0.71 1.19  -0.58
C: -1.78 -1.66 0.72  0.17
C: -2.95 -2.17 1.33  -0.13
C: -3.67 -3.18 0.70  -0.19
C: -3.27 -3.70 -0.52  -0.05
C: -2.09 -3.23 -1.17  -0.11
C: -1.59 -3.72 -2.39  -0.05
C: -0.43 -3.20 -2.90  -0.22
C: 0.25 -2.20 -2.21  0.11
N: -0.22 -1.73 -1.06  -0.39
C: -1.36 -2.22 -0.54  0.23
H: -1.22 -0.36 2.12  0.41
H: -0.53 2.25 0.85  0.52
H: -3.27 -1.77 2.28  0.25
H: -4.57 -3.56 1.17  0.26
H: -3.85 -4.49 -0.99  0.25
H: -2.12 -4.51 -2.91  0.26
H: -0.01 -3.56 -3.83  0.27
H: 1.18 -1.77 -2.57  0.26
Cl: -3.54 1.12 -1.68  0.02
C: -2.23 2.31 -1.89  -0.48
C: -1.20 1.91 -0.89  0.85
O: -1.27 2.52 0.26  -0.61
O: -0.37 1.02 -1.15  -0.61
H: -2.62 3.30 -1.69  0.27
H: -1.84 2.22 -2.90  0.27
C: 0.84 4.69 2.33  -0.66
C: 1.39 3.38 1.87  0.03
C: 2.39 3.34 0.87  -0.15
C: 2.94 2.16 0.44  -0.17
C: 2.52 0.96 1.03  -0.35
C: 1.54 0.95 2.04  -0.28
C: 0.98 2.19 2.44  -0.21
S: 3.07 -0.59 0.33  2.35
O: 2.04 -1.52 0.96  -0.85
O: 4.43 -0.93 0.42  -0.80
O: 2.45 -0.35 -1.03  -0.89
H: 0.70 5.38 1.50  0.25
H: 1.56 5.17 3.01  0.27
H: -0.10 4.58 2.87  0.24
H: 2.73 4.27 0.44  0.25
H: 3.70 2.15 -0.33  0.27
H: 1.37 0.06 2.63  0.28
H: 0.27 2.20 3.26  0.24

***

5.
Formula: C18H30CeNO5P2S
Source: the Open Molecules 2025 dataset
Level of theory: ωB97M-V with the def2-TZVPD basis set

Output
Charge ... +3
HOMO-LUMO gap (spin up / spin down) ... 3.064 / 3.053 eV
E_HOMO (spin up / spin down) ... -16.33 / -16.33 eV

Each line ends with the Löwdin charge.
Atoms and positions in Å:
Ce: 0.13 0.30 -0.42  1.43
P: 2.66 -1.25 -0.59  0.86
C: 2.55 -1.46 -2.47  -0.26
C: 1.22 -1.77 -3.10  -0.30
N: 0.11 -1.17 -2.59  0.00
C: -1.06 -1.42 -3.23  -0.30
C: -1.18 -2.33 -4.29  0.03
C: -0.03 -2.89 -4.85  0.04
C: 1.19 -2.58 -4.24  0.03
C: -2.34 -0.82 -2.71  -0.24
P: -2.25 0.83 -1.82  0.87
H: 2.14 -2.96 -4.63  0.14
H: -2.19 -2.57 -4.64  0.15
H: -0.09 -3.55 -5.72  0.15
H: -3.02 -0.69 -3.57  0.12
H: -2.78 -1.52 -1.99  0.12
H: 2.92 -0.49 -2.88  0.11
H: 3.25 -2.27 -2.72  0.12
H: 1.03 3.54 -3.12  0.03
O: 1.54 2.70 -3.18  -0.10
H: 2.24 2.85 -3.85  0.07
H: -0.46 4.20 -0.94  0.08
O: -0.54 4.11 -1.92  -0.06
H: -0.94 4.94 -2.23  0.09
C: -2.55 1.90 -3.24  -0.20
H: -3.58 1.77 -3.61  0.09
H: -2.37 2.94 -2.94  0.04
H: -1.82 1.67 -4.03  0.08
C: -3.89 0.76 -1.05  -0.20
H: -4.02 1.63 -0.40  0.08
H: -4.69 0.75 -1.80  0.09
H: -3.98 -0.13 -0.41  0.07
C: 2.80 -3.02 -0.20  -0.22
H: 3.80 -3.39 -0.48  0.08
H: 2.66 -3.18 0.87  0.07
H: 2.05 -3.61 -0.73  0.07
C: 4.44 -0.90 -0.49  -0.22
H: 4.69 -0.60 0.53  0.07
H: 5.06 -1.78 -0.74  0.08
H: 4.74 -0.08 -1.14  0.07
C: 0.05 0.99 7.96  -0.02
C: -0.03 0.84 6.47  -0.23
C: -0.11 -0.44 5.92  0.00
C: -0.38 -0.61 4.57  -0.05
C: -0.53 0.53 3.77  -0.28
C: -0.30 1.83 4.27  -0.03
C: -0.05 1.95 5.63  0.00
S: -1.33 0.20 2.21  0.60
O: -0.54 -0.90 1.50  -0.42
O: -2.72 -0.06 2.45  -0.19
O: -1.06 1.43 1.34  -0.43
H: -0.83 0.51 8.41  0.11
H: 0.94 0.50 8.37  0.10
H: 0.07 2.04 8.26  0.09
H: 0.02 -1.30 6.57  0.14
H: -0.45 -1.61 4.14  0.13
H: -0.30 2.72 3.64  0.12
H: 0.11 2.93 6.09  0.13

***

Number 1: E_tot -170592.5032 eV. Number 2: E_tot -270248.3755 eV. Number 3: E_tot -273301.3055 eV. Number 4: E_tot -58341.0900 eV. Number 5: E_tot -73195.4241 eV.